23
Properties=species:S:1:pos:R:3 method="wB97M-V/def2-TZVPD" total_charge=+1 max_force_ev_per_a=4.49 total_energy_ev=-12488.01387 smiles="CO[C@]1(N)C=CC=C[C@@H]1[NH3+]" orbital_gap_ev=9.18
C 2.423 -0.034 0.471
C 2.100 -1.153 -0.314
C 1.636 1.078 0.479
C 0.907 -1.497 -0.759
C 0.438 1.187 -0.341
C -0.370 -0.154 -0.487
C -1.055 -1.617 1.271
N -1.439 0.095 -1.418
N -0.545 2.219 0.135
O -0.845 -0.261 0.801
H 3.337 -0.057 1.104
H 2.893 -1.776 -0.523
H 2.004 1.963 0.904
H 0.794 -2.286 -1.471
H 0.738 1.509 -1.414
H -1.842 -2.172 0.728
H -1.463 -1.605 2.281
H -0.045 -2.202 1.111
H -2.140 -0.587 -1.616
H -1.109 0.376 -2.314
H -1.026 1.913 1.049
H -1.340 2.091 -0.572
H -0.011 3.123 0.338

---

47
Properties=species:S:1:pos:R:3 method="wB97M-V/def2-TZVPD" total_charge=+1 max_force_ev_per_a=5.41 total_energy_ev=-24848.75203 orbital_gap_ev=8.01
C -3.222 2.470 -0.459
B -2.386 1.610 -1.633
O -1.259 2.304 -2.337
C -2.779 0.022 -1.970
C -3.198 -0.783 -0.566
C -1.667 -1.174 -0.019
C -0.774 -1.541 -1.343
N -0.524 -2.980 -1.731
C -0.341 -3.797 -0.646
C 0.820 -3.666 0.504
C -1.435 -5.044 -0.440
B 0.663 -0.728 -1.600
N 1.062 0.263 -0.509
O 1.491 -1.021 -2.815
N -1.642 -0.899 -2.447
H -4.388 2.396 -0.684
H -3.085 1.946 0.603
H -2.865 3.589 -0.386
H -1.454 3.302 -2.400
H -3.696 0.051 -2.730
H -3.694 -1.763 -1.034
H -3.857 -0.171 0.216
H -1.917 -1.991 0.779
H -1.355 -0.211 0.579
H 1.856 -3.835 -0.019
H 0.689 -4.497 1.347
H 0.720 -2.586 0.997
H -2.086 -5.232 -1.395
H -2.089 -4.898 0.536
H -0.799 -6.040 -0.271
H 1.665 -0.209 0.221
H 1.527 1.113 -0.899
H 1.257 -0.311 -3.483
H -1.078 -0.512 -3.251
H -2.172 -1.724 -2.846
C 3.391 2.357 1.470
C 4.630 2.843 1.885
C 4.740 3.536 3.090
C 3.611 3.734 3.886
C 2.373 3.245 3.472
C 2.261 2.560 2.263
H 3.304 1.820 0.529
H 5.511 2.682 1.268
H 5.705 3.920 3.410
H 3.698 4.270 4.827
H 1.493 3.398 4.093
H 1.295 2.184 1.938

---

13
Properties=species:S:1:pos:R:3 method="wB97M-V/def2-TZVPD" max_force_ev_per_a=2.90 total_energy_ev=-29651.86962 smiles="C=C(F)CC(=S)C=S" orbital_gap_ev=7.10
C -1.505 -0.184 0.912
C -2.546 -0.898 1.409
C -0.046 -0.539 1.044
C 0.536 -0.508 -0.355
C 1.209 0.673 -0.837
H -3.556 -0.492 1.253
H -2.429 -1.881 1.839
H -0.008 -1.566 1.399
H 0.502 0.091 1.770
H 1.313 0.681 -1.914
F -1.691 1.047 0.437
S 0.553 -1.840 -1.329
S 1.541 1.995 -0.004

---

97
Properties=species:S:1:pos:R:3 method="wB97M-V/def2-TZVPD" total_charge=-1 max_force_ev_per_a=1.92 total_energy_ev=-83733.15207 orbital_gap_ev=5.23
Sr 0.241 -0.213 0.270
C -5.017 -1.493 4.034
C -4.759 -1.109 2.578
N -4.074 0.159 2.444
C -2.712 0.298 2.363
S -1.696 -1.002 2.801
N -2.366 1.508 1.942
N -1.047 1.710 1.762
C -0.639 2.919 1.590
C -1.553 4.112 1.595
C 0.797 3.112 1.346
C 1.350 4.388 1.245
C 2.708 4.534 1.018
C 3.492 3.404 0.890
C 2.866 2.173 0.987
N 1.568 2.020 1.218
H -5.546 -2.448 4.090
H -5.619 -0.731 4.532
H -4.063 -1.583 4.550
H -5.709 -1.032 2.044
H -4.162 -1.891 2.104
H -4.573 0.928 2.027
H -2.570 3.774 1.762
H -1.498 4.616 0.626
H -1.277 4.824 2.377
H 0.719 5.261 1.329
H 3.144 5.521 0.920
H 4.548 3.467 0.667
H 3.432 1.256 0.848
C 1.639 -0.128 3.793
N 1.585 -1.571 3.928
C 0.953 -2.150 5.096
C 1.112 -3.628 4.789
N 1.030 -3.652 3.333
C 1.417 -4.902 2.715
C 1.361 -2.390 2.843
N 1.424 -1.934 1.649
C 1.214 -2.749 0.484
C -0.202 -3.264 0.260
N -1.119 -2.295 -0.291
C -1.988 -2.680 -1.146
N -2.186 -3.983 -1.661
C -2.607 -5.006 -0.714
C -3.082 -3.872 -2.815
C -3.208 -2.369 -3.051
N -2.891 -1.841 -1.743
C -2.834 -0.408 -1.561
H 2.106 0.280 4.691
H 0.645 0.307 3.662
H 2.243 0.131 2.927
H -0.105 -1.864 5.153
H 1.464 -1.842 6.008
H 0.333 -4.253 5.226
H 2.092 -3.991 5.129
H 1.066 -5.710 3.357
H 2.505 -5.001 2.609
H 0.958 -5.033 1.739
H 1.872 -3.622 0.456
H 1.521 -2.174 -0.392
H -0.596 -3.629 1.218
H -0.090 -4.115 -0.426
H -2.010 -4.965 0.189
H -2.480 -5.989 -1.172
H -3.662 -4.882 -0.436
H -4.059 -4.309 -2.578
H -2.671 -4.400 -3.676
H -4.213 -2.079 -3.361
H -2.498 -2.009 -3.807
H -3.777 0.025 -1.898
H -2.016 0.061 -2.111
H -2.716 -0.184 -0.501
C -0.998 1.525 -4.319
C -0.091 1.100 -3.166
S -0.385 2.006 -1.664
C 0.829 0.128 -3.337
C 0.955 -0.596 -4.662
S 1.994 -0.431 -2.137
H -1.639 2.335 -3.981
H -1.632 0.704 -4.674
H -0.419 1.882 -5.176
H 0.449 -0.084 -5.481
H 0.542 -1.608 -4.582
H 2.010 -0.702 -4.922
N 2.827 2.846 -2.164
C 3.476 3.835 -2.834
C 4.711 3.612 -3.469
C 5.390 4.649 -4.086
C 4.871 5.939 -4.096
C 3.647 6.171 -3.476
C 2.958 5.145 -2.855
H 1.833 2.959 -1.958
H 3.057 1.873 -2.345
H 5.123 2.609 -3.472
H 6.339 4.450 -4.571
H 5.407 6.744 -4.583
H 3.226 7.170 -3.483
H 2.000 5.324 -2.380